A cluster of 14 separate species, C56H154N14O14 in total in a non-equilibrium geometry, computed with ωB97M-V/def2-TZVPD.

Geometry (Å):
C  -4.49771  2.45175  -4.64721
C  -4.18488  0.98244  -4.33395
C  -5.18909  0.30540  -3.38935
O  -5.23311  0.78795  -2.05639
C  -6.27930  0.24844  -1.28675
N  -3.81100  0.17802  -5.48274
H  -3.53613  2.94990  -4.72308
H  -5.11615  2.97019  -3.84788
H  -5.08323  2.53315  -5.61330
H  -3.21409  0.97818  -3.78530
H  -4.92621  -0.78015  -3.46920
H  -6.20340  0.46678  -3.91843
H  -6.19803  0.77186  -0.31399
H  -6.26124  -0.78303  -1.08403
H  -7.22741  0.59645  -1.72215
H  -4.51820  -0.27220  -6.05984
H  -3.10128  -0.48917  -5.19538
C  4.57954  3.75088  -0.48366
C  3.38806  2.84776  -0.50527
C  3.73136  1.41107  -0.85283
O  4.47889  1.33421  -2.06083
C  4.82430  -0.03133  -2.30118
N  2.74749  3.01603  0.75261
H  5.09757  3.55346  0.42341
H  4.22376  4.81185  -0.47439
H  5.24930  3.59945  -1.32578
H  2.62109  3.20435  -1.18884
H  2.76743  0.78059  -0.77897
H  4.31351  1.09731  0.05917
H  5.67831  -0.29200  -1.63659
H  5.23162  -0.19762  -3.29184
H  3.94417  -0.75816  -2.11645
H  2.05416  2.33465  0.88799
H  3.41710  3.04241  1.52846
C  -0.83795  2.02268  5.66014
C  -0.54145  0.87264  6.67799
C  0.68813  0.01333  6.32236
O  0.90310  -0.50161  5.02629
C  -0.25005  -1.17868  4.49687
N  -0.35374  1.35921  8.02815
H  -1.60693  2.62203  6.09432
H  -1.04415  1.76830  4.68218
H  0.07142  2.66726  5.65788
H  -1.38882  0.21763  6.69993
H  0.84900  -0.78593  7.01181
H  1.50566  0.68390  6.55385
H  0.16531  -1.74236  3.59708
H  -1.02438  -0.61229  4.06528
H  -0.73166  -1.91164  5.21242
H  -0.22248  2.37751  8.04146
H  -1.08646  1.12207  8.61856
C  0.47147  4.88601  3.53467
C  1.10749  5.92855  2.56047
C  2.61032  6.10227  2.96288
O  2.64085  6.80616  4.19180
C  3.60347  6.29982  5.03130
N  0.94190  5.46384  1.16237
H  1.00053  3.97337  3.25610
H  -0.60389  4.77170  3.43415
H  0.61714  5.11096  4.61391
H  0.67127  6.88044  2.69114
H  3.17348  6.69142  2.30194
H  3.13020  5.17559  3.10388
H  3.42751  6.84018  5.91239
H  4.65746  6.53617  4.75987
H  3.63864  5.23532  5.18035
H  1.25287  4.49594  1.06625
H  1.45280  6.03225  0.50990
C  -5.83658  0.73792  2.28207
C  -4.34132  0.92136  2.17725
C  -3.91038  2.30746  2.51272
O  -4.67463  3.19645  1.73371
C  -4.18895  4.51693  1.80307
N  -3.48707  0.10210  3.12107
H  -6.12651  -0.30527  2.06270
H  -6.36285  1.43807  1.62151
H  -6.09023  0.97958  3.31528
H  -4.08315  0.64246  1.14115
H  -2.81699  2.35922  2.33842
H  -4.05402  2.59034  3.60702
H  -4.35762  4.88200  2.84926
H  -4.80956  5.11711  1.09832
H  -3.09012  4.55875  1.59183
H  -3.51189  -0.93247  3.04393
H  -3.82831  0.38360  4.08325
C  -0.36180  3.23100  -6.84516
C  0.31471  1.86997  -7.18561
C  0.55362  1.14387  -5.90268
O  0.95565  2.01001  -4.81808
C  2.27405  2.39636  -4.83192
N  -0.52356  0.99499  -7.99052
H  -1.35378  3.10043  -6.33105
H  -0.77681  3.82791  -7.70838
H  0.30665  3.89818  -6.22670
H  1.16613  2.08315  -7.79852
H  1.32226  0.38132  -6.11308
H  -0.41610  0.61384  -5.56250
H  2.60231  2.72411  -5.83926
H  2.91852  1.62366  -4.41683
H  2.28745  3.28567  -4.20758
H  -1.49291  0.85418  -7.64647
H  -0.44130  1.22312  -9.01146
C  3.57534  -2.69714  -6.11725
C  3.38448  -3.45091  -4.78705
C  1.95271  -3.48240  -4.28338
O  1.30937  -2.22836  -4.42959
C  1.72075  -1.39796  -3.40942
N  3.72308  -4.89084  -4.94053
H  4.46029  -3.14730  -6.55297
H  3.70840  -1.61436  -5.88826
H  2.76063  -2.77697  -6.84246
H  4.13666  -3.04386  -4.12025
H  1.81880  -3.96673  -3.33246
H  1.45735  -4.16078  -4.96968
H  0.89187  -0.73715  -3.09692
H  2.48935  -0.69947  -3.75859
H  2.15556  -1.88068  -2.51717
H  3.49174  -5.29138  -5.79655
H  4.73465  -5.05366  -4.76687
C  -3.26608  7.93573  -1.75414
C  -2.37465  6.86789  -1.08480
C  -1.70571  5.88382  -2.11688
O  -0.75410  6.73891  -2.84877
C  0.31963  5.95331  -3.37376
N  -1.31246  7.53885  -0.28768
H  -2.61380  8.51085  -2.46196
H  -3.46725  8.58996  -0.97954
H  -4.07757  7.36961  -2.21295
H  -2.99184  6.32934  -0.37660
H  -2.45418  5.39822  -2.82930
H  -1.15877  5.02038  -1.60669
H  0.06429  5.34206  -4.22124
H  0.92981  5.24927  -2.67836
H  1.05806  6.63992  -3.74776
H  -0.48246  7.91364  -0.83325
H  -0.82873  6.92786  0.33227
C  -3.26280  -2.84405  -2.72698
C  -1.87528  -3.00459  -3.33560
C  -1.43421  -4.46327  -3.20944
O  -0.86019  -4.57546  -1.90485
C  -0.58693  -5.90448  -1.50423
N  -1.77673  -2.37081  -4.63275
H  -3.44595  -1.79341  -2.65544
H  -3.08536  -3.27869  -1.72429
H  -3.98285  -3.32566  -3.33304
H  -1.20306  -2.44229  -2.63745
H  -0.58107  -4.68360  -3.88225
H  -2.34100  -5.10386  -3.33565
H  -0.09092  -6.52089  -2.28833
H  -1.51940  -6.39078  -1.17929
H  0.05629  -5.76060  -0.63983
H  -2.40160  -2.85276  -5.26880
H  -0.74133  -2.39657  -4.87870
C  -2.46065  -2.54543  0.76302
C  -3.43385  -3.32013  1.74712
C  -3.72801  -4.74325  1.17760
O  -4.64482  -4.65382  0.12140
C  -4.68074  -5.89389  -0.52967
N  -2.77228  -3.41439  3.03692
H  -3.04744  -2.06762  0.01871
H  -1.78883  -3.22178  0.18887
H  -1.76755  -1.83699  1.31258
H  -4.39270  -2.69269  1.84947
H  -4.12831  -5.36280  1.93880
H  -2.82800  -5.26200  0.77845
H  -3.79579  -6.19208  -1.19168
H  -5.40740  -5.83952  -1.24702
H  -4.85114  -6.73911  0.12779
H  -2.96827  -4.31394  3.55118
H  -1.75649  -3.47352  2.76389
C  4.45272  -5.73525  -0.49617
C  4.11316  -4.32475  -0.70949
C  2.78655  -3.81750  -0.03034
O  2.46101  -2.52048  -0.48748
C  1.16154  -2.02250  -0.32430
N  5.16731  -3.51632  -0.17334
H  4.29237  -6.08294  0.56017
H  5.42342  -5.92805  -0.90711
H  3.74759  -6.26082  -1.13065
H  3.87413  -4.11091  -1.80363
H  2.85652  -3.81182  1.07709
H  1.97942  -4.45046  -0.30910
H  1.14374  -0.98806  -0.64410
H  0.80748  -1.99497  0.73326
H  0.39358  -2.64700  -0.87582
H  6.13730  -3.71385  -0.59389
H  4.99992  -2.52000  -0.19562
C  0.67613  -7.35240  5.95889
C  0.44193  -6.09823  5.10878
C  -0.49981  -6.52571  3.94738
O  -0.76456  -5.45056  3.08272
C  0.19243  -5.14965  2.11727
N  -0.16130  -5.02774  5.93603
H  1.33075  -7.10639  6.79483
H  1.02394  -8.18365  5.33848
H  -0.32810  -7.54109  6.34259
H  1.35597  -5.75585  4.68850
H  -1.47895  -6.91959  4.24058
H  0.03275  -7.33339  3.40373
H  0.02826  -5.62336  1.16112
H  1.18551  -5.29827  2.47496
H  0.02308  -4.07753  1.92805
H  -1.16138  -5.05625  5.87493
H  0.11394  -4.17745  5.48128
C  -1.57885  0.50014  -1.42381
C  -1.81663  1.54424  -0.28892
C  -0.46539  2.17379  0.13725
O  0.43202  1.21945  0.73469
C  0.08321  0.91375  2.09692
N  -2.70819  2.60549  -0.54513
H  -1.01079  0.89243  -2.27970
H  -2.53661  0.05357  -1.72947
H  -0.89067  -0.28031  -1.10729
H  -2.20396  1.01574  0.60479
H  -0.70326  2.99381  0.86953
H  0.06116  2.59438  -0.67875
H  0.87026  0.41476  2.63427
H  -0.72578  0.17877  2.01427
H  -0.16947  1.84923  2.63829
H  -2.41356  3.01962  -1.43448
H  -3.70704  2.48970  -0.39552
C  5.98341  -1.51431  2.80742
C  4.75908  -1.28508  3.65804
C  4.23336  0.13443  3.45729
O  5.19988  1.14624  3.61962
C  4.70325  2.35446  4.28358
N  3.67975  -2.30533  3.35517
H  5.78317  -1.34247  1.77178
H  6.39698  -2.53721  2.91019
H  6.80831  -0.80411  3.06687
H  5.06195  -1.38280  4.73368
H  3.44381  0.21358  4.19094
H  3.79734  0.09022  2.42869
H  4.43682  2.21833  5.29732
H  3.90358  2.99129  3.74972
H  5.54188  2.99497  4.28608
H  2.72724  -2.27382  3.65843
H  3.72468  -2.54125  2.35615

Cartesian forces (eV/Å) of the 3 atoms listed first:
C -1.319 0.088 -0.240
C 1.230 0.310 1.564
C -1.412 -0.583 -1.660

Properties
**Total energy**: -110084.325 eV